# C5H15NP

C5H15NP as an isolated structure at a distorted geometry (the ωB97M-V functional and the def2-TZVPD basis, OMol25).

Each line ends with the Löwdin charge.
Atoms and positions in Å:
P  -0.836741  -1.625360  -1.638564  0.855
N  0.388684  0.953663  -1.750307  0.109
C  -0.065335  -0.115842  -0.752313  -0.592
C  -1.960987  -0.224665  0.832040  -0.110
C  1.716274  -0.806505  -0.013256  0.039
C  0.114053  1.264834  1.250126  -0.056
C  -0.910469  0.649750  0.246639  -0.459
H  -2.658263  -0.546544  -0.010583  0.081
H  1.030972  1.736725  0.674140  0.099
H  -0.278569  2.079551  1.874884  0.092
H  1.066290  0.334890  -2.421463  0.219
H  -2.636485  0.182674  1.695753  0.137
H  1.561188  -1.338065  0.900375  0.046
H  0.951514  1.760735  -1.310822  0.180
H  0.402681  -2.309723  -2.217146  -0.049
H  -1.248087  1.474632  -0.386715  0.127
H  2.187984  -1.246737  -0.901514  0.040
H  -0.464077  1.394171  -2.173243  0.166
H  2.283213  0.039660  0.321663  0.021
H  -1.646062  -1.162345  1.186589  0.045
H  -0.986319  -2.512436  -0.512664  -0.062
H  0.445446  0.461515  1.883316  0.072

Cartesian forces (eV/Å) of the 3 atoms listed first:
P 0.8251 -0.4210 -0.6838
N 2.2507 -1.5576 -1.1966
C 3.6881 -1.8479 1.2359

Highest occupied orbital energy in eV: -13.06
Total charge: +1

# C18H26BrN3O4S

One molecule with the formula C18H26BrN3O4S at a distorted geometry (the ωB97M-V functional and the def2-TZVPD basis, OMol25).

Each line ends with the Löwdin charge.
Atoms and positions in Å:
Br  -1.351006  3.639402  -0.142107  0.736
S  2.398877  -0.016412  -1.090375  0.648
O  -1.828444  -3.338773  0.842780  0.072
O  0.971142  0.161102  -1.173954  -0.293
O  -5.255136  -0.932278  -0.510466  -0.082
O  3.065866  -0.529166  -2.241013  -0.244
N  -1.291864  -1.775465  -0.702303  0.075
N  3.038102  1.444702  -0.746092  -0.223
N  2.859224  -1.019007  0.191301  -0.222
C  2.321904  2.442583  0.036912  -0.202
C  4.657468  2.770982  0.345844  -0.156
C  0.695788  -1.198613  1.394473  -0.121
C  -3.078637  -0.088073  -0.715786  -0.102
C  -2.640895  -1.478178  -1.113246  -0.095
C  -3.932165  2.450592  0.075789  -0.127
C  -1.008514  -2.621080  0.309185  -0.466
C  4.464901  1.487281  -0.462642  -0.185
C  2.825042  -2.422234  -0.183656  -0.193
C  -6.605161  -0.794849  -0.136303  -0.077
C  -4.429653  0.139835  -0.398193  -0.226
C  1.392200  -2.878969  -0.445695  -0.125
C  3.327231  2.917193  1.085032  -0.159
C  0.463004  -2.575198  0.741187  -0.198
C  2.172194  -0.808417  1.449363  -0.177
C  -4.840889  1.408881  -0.004039  -0.014
C  -2.180858  0.963385  -0.654490  -0.068
C  -2.613259  2.216533  -0.253616  -0.668
H  5.019695  1.483261  -1.402118  0.122
H  1.054986  -2.368065  -1.347867  0.100
H  -4.255423  3.431080  0.389154  0.101
H  5.511223  2.706644  1.016842  0.112
H  0.286679  -1.213088  2.406753  0.130
H  3.311611  2.267437  1.961547  0.105
H  3.129644  3.937739  1.404065  0.113
H  -0.562940  -1.167576  -1.053087  0.087
H  3.285865  -2.993391  0.627480  0.132
H  1.411354  2.015699  0.454560  0.087
H  -3.296786  -2.211139  -0.636418  0.124
H  -5.870528  1.602813  0.249556  0.104
H  -1.144056  0.821089  -0.920772  0.078
H  0.607561  -3.350509  1.500545  0.150
H  -2.727291  -1.588915  -2.201077  0.140
H  -7.045841  -1.781028  -0.271755  0.096
H  1.374846  -3.952157  -0.643301  0.129
H  4.799105  3.615693  -0.327537  0.115
H  -7.128327  -0.074885  -0.773802  0.096
H  2.034338  3.266868  -0.624406  0.117
H  2.270962  0.243794  1.717999  0.103
H  0.164922  -0.430135  0.834866  0.088
H  4.748398  0.599339  0.113478  0.116
H  -6.703956  -0.496039  0.911781  0.098
H  2.700239  -1.404422  2.201637  0.132
H  3.427236  -2.525886  -1.086036  0.115

Cartesian forces (eV/Å) of the 3 atoms listed first:
Br -0.0776 -0.0539 -0.0122
S 0.4889 0.4723 0.1147
O -0.2807 -0.1864 0.2293

Highest occupied orbital energy in eV: -8.39
Structure (SMILES): COc1ccc(Br)cc1CNC(=O)C1CCN(S(=O)(=O)N2CCCC2)CC1

# C21H52NO8P2

A 3-piece molecular cluster, C21H52NO8P2 overall at a distorted geometry (the ωB97M-V functional and the def2-TZVPD basis, OMol25).

Each line ends with the Löwdin charge.
Atoms and positions in Å:
P  3.362173  4.713063  4.914260  0.690
P  -0.998611  4.431467  -0.311656  0.707
O  1.769088  4.851433  4.300465  -0.261
O  2.905428  3.461753  5.867118  -0.274
O  -1.073346  6.130493  -0.512459  -0.228
O  4.857054  4.816001  5.732532  -0.233
O  3.976027  4.228292  3.609435  -0.291
O  -0.907738  4.198718  -1.810756  -0.269
O  -1.031337  2.756821  0.057009  -0.284
O  0.484601  4.575261  0.371045  -0.285
N  2.783077  -1.926522  1.257361  0.184
C  -1.918137  -2.327467  0.172224  -0.194
C  1.543680  5.983085  3.454892  -0.129
C  -0.948744  -4.669021  -4.590137  -0.196
C  1.523855  3.689581  -0.012893  -0.110
C  -1.010736  -5.660642  -0.728318  -0.209
C  -0.945550  -4.788307  0.590430  -0.213
C  -3.793304  -1.714841  -3.960694  -0.130
C  -0.770721  -4.828622  -2.054093  -0.222
C  2.299017  -0.690387  0.516353  -0.148
C  -2.146485  -3.775102  0.771493  -0.183
C  -2.289509  -4.115876  -5.281080  -0.192
C  -2.356930  -1.549740  -4.600567  -0.252
C  -2.008183  -2.612490  -5.716038  -0.220
C  2.231044  2.355470  5.292898  -0.123
C  -2.268063  2.095784  -0.217423  -0.130
C  1.746979  -1.100203  -0.903915  -0.162
C  4.811074  5.097965  7.139135  -0.125
C  -1.008038  6.934911  0.664798  -0.133
C  0.181275  -1.373962  -0.955136  -0.176
C  -1.298785  -5.614174  -3.348219  -0.182
C  -0.489604  -1.693254  0.458276  -0.202
H  2.011469  5.819041  2.482941  0.076
H  -3.023423  -4.218965  0.205209  0.120
H  4.598621  4.183423  7.696563  0.084
H  -2.409743  -5.681286  -3.224161  0.104
H  -2.249667  1.118400  0.267581  0.066
H  -2.389204  1.956632  -1.293357  0.086
H  -3.162667  -4.226587  -4.581653  0.092
H  -2.108348  -2.242989  -0.932080  0.086
H  0.469097  6.101667  3.316424  0.078
H  2.463783  -2.781720  0.780470  0.156
H  2.334577  -1.930628  2.183041  0.170
H  1.944410  6.889066  3.912425  0.085
H  0.159408  -2.278224  1.164577  0.080
H  0.079285  -4.333090  0.662025  0.080
H  0.032156  7.034329  0.982661  0.074
H  -2.501441  -4.743459  -6.191914  0.110
H  -1.400100  7.925042  0.434634  0.092
H  -4.577757  -1.974611  -4.731132  0.086
H  0.338182  -4.681475  -2.177099  0.113
H  2.472702  4.217102  0.084037  0.096
H  2.482185  1.466768  5.873075  0.088
H  -2.503422  -3.709762  1.842103  0.114
H  3.807208  -1.973494  1.307147  0.177
H  -0.789298  -6.610409  -3.387090  0.111
H  1.587487  -0.077128  1.124866  0.131
H  4.053286  5.850109  7.362884  0.082
H  1.537894  2.825968  0.656472  0.071
H  2.314663  -1.978582  -1.344320  0.123
H  1.943306  -0.241035  -1.613259  0.126
H  -1.016861  -5.523097  1.451590  0.113
H  -1.931350  -6.316903  -0.784783  0.121
H  -0.396890  -3.748631  -4.223682  0.086
H  -1.346925  -3.866953  -2.025801  0.080
H  -0.023619  -2.205507  -1.691853  0.085
H  -1.604094  -1.624287  -3.755444  0.084
H  -0.908961  -2.536689  -5.952178  0.106
H  -0.307010  -0.429844  -1.333528  0.119
H  1.152298  2.511686  5.347328  0.085
H  -2.682597  -1.647844  0.660563  0.111
H  -2.595402  -2.419334  -6.652295  0.109
H  2.529411  2.193807  4.254604  0.076
H  -0.662314  -0.688728  0.956861  0.100
H  1.410587  3.355838  -1.046686  0.087
H  -4.082946  -0.713751  -3.519738  0.069
H  -3.107042  2.669986  0.178268  0.084
H  -3.827107  -2.439234  -3.094532  0.060
H  -1.600603  6.492934  1.467789  0.081
H  -2.295070  -0.528949  -5.059063  0.105
H  -0.143667  -6.390775  -0.659330  0.113
H  5.785158  5.476312  7.447691  0.089
H  -0.270824  -5.168698  -5.330709  0.111
H  3.200628  -0.034930  0.335518  0.140

Cartesian forces (eV/Å) of the 3 atoms listed first:
P 1.9850 -7.7453 -3.9862
P 6.4847 -0.5922 -6.7061
O 1.0744 2.4268 2.3502

Highest occupied orbital energy in eV: -11.66
Total charge: +1

no.,gap between HOMO and LUMO (eV)
1,9.38
2,8.98
3,7.45